Record 1
Computed, not measured: 9 unconnected molecules or ions with the total composition C31H57Br6NO5, with the ωB97M-V functional and the def2-TZVPD basis.

Molecular weight   1003.2 g/mol
Total charge   0
Lowest unoccupied orbital energy   0.462 eV
SMILES   c1ccncc1.C1CCOC1.C1CCOC1.C1CCOC1.C1CCOC1.C1CCOC1.BrCCBr.BrCCBr.BrCCBr

```
100
Properties=species:S:1:pos:R:3:forces:R:3
H -1.03937 0.60135 -3.19934 0.0 0.1 -0.3
O 6.03502 -1.83893 1.02476 -0.2 0.8 0.4
H 7.64633 -3.01610 1.15100 0.1 -0.2 0.4
C -0.40580 5.92580 -1.68389 -0.6 -0.3 -0.7
Br 2.61603 -3.82441 3.59527 -0.1 0.0 0.0
H 1.00683 3.48102 0.94558 -0.1 -0.5 0.0
H 1.21576 5.63893 1.70701 -0.3 0.2 -0.4
H 0.19932 1.20257 1.12795 0.4 -0.2 0.3
C 0.44012 4.91975 3.57333 0.3 0.4 0.1
H -2.18534 -0.69099 -3.26745 0.1 -0.4 -0.2
C -1.22574 -0.35976 -3.68999 0.1 0.5 1.2
H -1.16017 6.69607 -1.77738 0.3 0.3 0.4
H 0.14829 5.73966 4.23439 -0.5 0.1 -0.3
H 6.02751 -2.17908 -1.09130 0.4 0.1 0.2
H 5.45346 -4.85739 1.71512 0.0 -0.1 -0.1
C -5.48818 0.77887 -2.27203 0.4 -1.3 0.1
H 1.31628 7.09537 -1.09568 -0.1 0.1 -0.1
H -2.20786 -0.21487 2.46393 0.0 0.3 0.1
C -1.41902 0.89630 4.11512 0.3 -0.4 0.8
C 1.17074 -3.93003 -1.13176 -0.2 0.8 -0.3
H 1.84332 -0.94606 4.46737 0.0 0.0 0.2
H -0.64346 -1.13423 -0.71237 0.1 0.3 -0.3
C -7.62039 0.40741 -1.35486 -0.8 -1.1 0.9
H 6.73256 -3.00842 2.64912 -0.5 0.4 0.0
H 6.56181 -4.77649 0.31416 -0.1 -0.2 0.1
H -0.57872 5.81485 1.91348 0.1 0.1 -0.4
H 1.72188 -3.03687 -1.43716 -0.2 0.0 -0.3
H 1.67045 -4.10191 0.96103 -0.1 0.2 0.1
C 4.79600 -3.54170 0.09980 0.3 0.5 0.1
H -1.51412 -2.48122 -5.53938 -0.1 0.2 -0.1
N -0.01786 3.58472 -2.05985 0.1 0.0 -0.1
C 1.79216 5.04509 -1.49213 0.0 -0.5 0.2
H -0.61561 -3.13785 -2.14994 -0.1 -0.2 0.1
H -7.50812 -0.19685 -0.44871 0.3 0.0 -0.1
C 6.62810 -3.00859 1.56610 0.9 -0.5 -1.6
O -0.15400 -1.20372 -3.27989 0.0 -0.7 0.4
C -0.32743 -4.82818 0.47428 0.7 0.9 -1.1
C 0.93154 6.12910 -1.39259 0.2 -0.1 0.0
C 1.27211 3.78595 -1.79952 -0.2 0.6 -0.1
H 3.28053 -1.55883 2.64854 -0.3 -0.2 -0.2
C -0.70841 -1.74315 -5.52433 -0.1 -0.7 0.3
O -1.04795 -4.62018 -0.75835 -1.0 -0.2 0.6
H -1.84883 4.43184 -2.31966 -0.1 0.2 0.1
H -0.75182 3.81355 0.80622 -0.1 -0.7 0.0
H -7.11933 2.07913 -0.00975 0.4 -0.2 0.1
C -0.82512 4.65151 -2.04424 0.5 -0.6 0.2
C 0.24934 -2.03237 -4.35680 1.1 1.1 -1.5
C -0.75445 -0.41239 0.09267 -0.1 -0.9 0.9
C -2.00020 -0.35145 3.52612 -0.2 0.2 -0.4
H 0.50336 -2.80335 0.58132 -0.1 -0.2 0.1
H 1.21415 -1.66295 -4.74085 0.2 0.0 0.5
H -6.45298 -1.16342 -2.37226 -0.1 0.0 0.3
C 0.29224 5.17736 2.04935 0.7 -0.2 1.5
H -4.89518 0.85971 -3.18720 -0.2 0.6 0.0
H 0.45165 1.15668 -0.61709 0.5 0.1 0.1
H -4.79385 0.31527 -1.55362 -0.3 0.0 0.0
C -7.18409 1.83289 -1.07023 -0.4 0.3 -1.0
H 2.85410 5.12549 -1.30284 0.0 0.2 0.0
H -7.90475 2.54294 -1.48631 0.1 0.1 -0.1
Br -0.73947 -1.82278 3.54938 -0.1 -0.2 0.2
H -0.11432 3.15110 4.65893 -0.1 -0.3 -0.2
H 1.79874 -4.78129 -1.39723 0.0 -0.2 0.4
H 4.49645 -2.23919 3.67907 0.0 0.0 0.2
H 4.54608 -4.07747 -0.81391 -0.3 -0.1 0.2
C 0.40493 0.54964 0.28661 -1.2 0.1 -1.0
Br 3.83762 0.46611 4.84106 -0.1 -0.4 0.0
H -0.47923 0.40120 -5.53220 -0.1 0.0 -0.1
H -0.46800 1.18503 3.67909 -0.3 -0.2 0.0
C 5.39659 -2.15922 -0.19656 -0.9 -0.9 0.5
H 4.57264 -1.46621 -0.35114 0.3 0.4 -0.1
C -0.22118 -4.08489 -1.77810 1.0 -0.4 0.3
H -0.16143 -1.77293 -6.46499 -0.2 -0.1 -0.1
C -1.19868 -0.34513 -5.18895 -0.3 0.3 -0.1
H -0.91814 -0.99077 1.00197 0.2 0.0 -0.1
H -2.19558 -0.09805 -5.55561 0.2 0.0 -0.3
O -0.09175 2.88312 2.60837 -0.1 0.1 -0.7
H 2.86391 -1.73702 5.67796 0.2 0.1 0.1
C 2.86134 -1.23025 4.71874 -0.3 0.0 -0.4
C -0.38966 3.67083 3.74027 0.3 0.7 0.8
Br -2.50074 0.45410 -0.14311 0.5 0.2 -0.2
C 0.81693 -3.81876 0.34282 0.5 -1.2 0.2
O -5.94415 2.00251 -1.77101 -0.1 0.9 0.2
H 3.94836 -3.35308 0.76239 -0.3 -0.3 -0.4
H -8.67439 0.27329 -1.60511 0.0 0.4 -0.1
H -0.11940 -4.82041 -2.57988 -0.4 0.1 -0.2
C -6.71993 -0.10803 -2.45538 0.6 -0.2 -0.4
Br -1.01881 0.63251 6.05602 -0.2 0.2 -0.6
H 0.04925 -5.85324 0.46753 0.1 -0.1 0.3
H 1.92077 2.92061 -1.86765 0.0 0.0 0.1
H -1.44721 3.95756 3.80372 -0.1 -0.2 -0.2
H 1.46891 4.75848 3.90797 0.1 -0.4 -0.5
C 0.10163 3.75187 1.48448 0.2 1.4 0.2
C 5.87064 -4.21367 0.94169 0.3 0.2 0.4
H -0.94134 -4.63814 1.35085 -0.4 -0.1 -0.2
H -2.14009 1.70791 4.05438 0.1 0.0 0.1
H -2.95039 -0.59874 3.99425 0.2 -0.4 0.2
C 3.42580 -2.06913 3.59031 0.8 0.5 0.4
Br 2.06940 -0.44732 0.49799 -0.4 0.5 0.0
H 0.45986 -3.07548 -4.12210 -0.7 0.0 0.4
H -7.14883 -0.03216 -3.45714 -0.1 0.5 0.1
```
Forces are in eV/Å.

Record 2
Computed, not measured: 2 unconnected molecules or ions with the total composition C31H57BrF2N3O2Si, with the ωB97M-V functional and the def2-TZVPD basis.

Molecular weight   649.8 g/mol
Total charge   +1
Lowest unoccupied orbital energy   -2.989 eV

```
97
Properties=species:S:1:pos:R:3:forces:R:3
H 1.87355 -3.29317 -1.52853 0.8 1.7 1.3
C -1.48350 5.95208 -1.59289 1.3 -2.8 1.3
C 2.40329 -2.66506 -0.70125 2.0 -1.2 0.9
H -5.11612 -2.40464 2.49024 1.1 -1.9 0.3
H 4.71804 -2.68524 -2.96490 -0.9 0.9 0.3
C -4.56688 -3.39018 2.81173 0.7 -0.3 0.8
C 1.47933 -1.75350 0.25633 1.0 -1.4 1.1
C -3.13749 -3.29326 0.46084 -1.4 1.0 -0.5
H 1.76618 2.03788 -1.25765 -1.0 -2.6 0.1
H -2.95818 2.35739 -1.82504 1.6 1.7 0.7
H -1.47130 0.59199 -2.24677 2.5 -0.8 -0.8
H 1.89685 3.24149 -3.04648 -2.4 0.1 -0.8
H 2.15389 0.87114 0.07579 -1.2 -0.7 -2.6
C -0.81510 2.77239 -0.66044 -1.3 5.0 -2.0
Si 0.19112 1.39355 -3.89102 -0.3 3.3 -3.1
C -0.52982 1.27296 -0.20940 -1.5 2.7 2.3
C -1.74461 7.52649 -2.00367 -0.8 -1.2 0.9
H 0.14459 1.37660 0.77434 -1.8 -0.4 -2.1
C -5.54834 -2.49087 9.10812 0.5 -0.3 0.5
H -4.29515 -3.18638 0.19120 2.5 -0.4 0.5
H 4.45350 -1.02114 -2.93940 -0.6 -1.8 0.0
C 6.86453 1.30494 -0.31056 -0.2 0.2 -0.3
H 3.90576 -0.81341 -0.80759 -0.4 -2.4 -0.9
F -2.39357 -2.75823 -2.55814 -1.1 -0.2 0.2
H 2.85525 -3.52065 0.01201 -1.3 1.9 -1.4
H 1.06708 -2.53216 1.07535 0.5 1.9 -1.9
C -0.13303 5.62389 -0.71860 -2.4 -3.8 -0.7
H -3.21499 -1.21157 -0.70480 1.7 -1.5 1.3
H -2.74757 -4.19187 -0.19092 -0.5 1.9 1.4
H -2.32719 7.55259 -3.01940 1.4 0.1 1.9
C -2.46769 -1.83276 -0.01057 -0.5 0.0 0.6
C -0.60690 -1.26212 -3.11870 -2.9 -1.3 -0.6
C -1.45694 1.81933 -4.90360 -0.6 -1.2 0.5
H -2.45545 7.97005 -1.16336 1.5 -0.9 -1.8
H 2.23091 -1.10197 0.92140 -1.9 -1.0 -1.6
C 0.81222 3.18210 -3.53701 1.2 1.6 -0.3
H 2.38315 0.36055 -1.82194 -1.4 0.6 1.7
H 4.78208 -2.47315 -0.76256 -2.4 1.0 -0.5
H -5.23388 -4.33240 2.54146 1.4 2.1 0.5
C -2.51140 4.73218 -1.97797 3.5 -0.8 2.1
H -6.07191 -3.28471 9.82255 1.1 1.6 -1.9
H -1.60732 0.93909 -5.66083 0.1 1.8 1.3
H 2.35844 0.30171 -4.76600 -1.5 1.0 -1.2
H 5.47415 -1.01417 1.31525 0.0 0.1 0.0
C 1.41621 0.81367 -5.23466 0.2 -1.5 -1.1
F -1.65705 -1.18387 -4.21357 2.7 0.8 2.6
H 6.57885 1.03118 -1.33207 0.1 0.1 -0.1
H 7.31044 -1.40418 -0.15346 0.0 0.0 0.1
C -4.36581 -3.32199 4.46739 -0.8 -0.8 0.4
H 0.98945 3.65108 -4.62489 -0.4 -1.2 2.2
H -3.48338 4.98805 -2.59410 2.2 -0.7 1.4
H 8.19956 -1.23417 1.37200 -0.1 0.1 -0.1
H -0.74831 8.14038 -1.99170 -2.0 -1.4 -0.2
C 3.81844 -1.93195 -1.21688 0.8 -0.1 0.8
C 0.16228 -0.98673 -0.26743 -0.8 -2.2 2.7
H 6.98289 2.39083 -0.26042 -0.1 -0.1 0.0
H -1.37996 2.84948 -5.45156 -0.2 -2.0 1.2
C 1.69393 0.86805 -1.02803 2.8 1.8 -0.2
H -0.61949 -3.10189 -0.30040 -0.6 2.3 -0.9
H -4.42330 -2.36641 9.48546 -2.4 0.0 -0.7
O 5.80571 0.89282 0.56482 0.1 -0.2 -0.1
C -5.01529 -1.96775 6.77932 -0.4 1.2 0.2
C -5.38795 -2.24868 5.19453 0.5 -0.5 0.2
O -5.51718 -2.99688 7.70746 0.2 1.6 0.5
H 1.67268 1.70154 -5.97615 -0.4 -1.7 1.8
H -2.35004 1.75417 -4.12459 1.6 0.5 -1.9
H 8.61028 1.11728 0.93035 0.0 0.0 -0.1
H 1.13629 3.81026 0.36022 -2.3 0.8 -1.5
H 6.42064 0.08080 2.34739 0.0 -0.1 0.0
C 7.53669 -0.71912 0.67212 0.0 -0.6 -0.1
H -4.61631 -4.39290 4.92630 0.7 2.3 -1.0
H -6.49862 -2.64113 5.16102 2.2 0.8 0.0
N 4.00870 -1.96156 -2.71328 1.1 1.5 0.6
H -3.86606 -1.80665 6.96135 -2.0 -0.4 -0.5
H 0.03322 3.90079 -3.04222 1.7 -1.4 -0.7
H -5.54348 -0.95431 7.08776 1.0 -1.8 -0.7
C -2.18513 3.18461 -1.52707 2.3 2.8 1.0
H -3.25551 -3.09402 4.76427 -2.1 -0.2 -0.7
C -3.07046 -3.54284 2.08101 -0.6 -0.7 -0.1
H 0.66137 6.43732 -0.36518 -2.1 -1.9 -1.0
H -2.39967 -1.21372 0.98624 0.2 -1.1 -1.9
H -1.60353 0.81075 0.04443 2.6 0.7 -0.7
C 8.10895 0.56401 0.12729 0.5 0.4 0.1
H -0.30313 -0.71539 0.81310 1.1 -0.1 -2.8
N -1.21895 -2.24270 -2.17599 3.9 2.4 -0.2
H -2.35584 -2.78704 2.62529 -1.2 -1.5 -1.2
C -0.33342 0.25743 -2.47795 -3.3 -1.7 -0.2
N 0.29018 0.30500 -1.10227 0.1 0.6 1.6
H -6.14815 -1.47947 9.20024 1.3 -1.9 -0.3
H 8.82489 0.41594 -0.68511 -0.1 0.0 0.1
C 6.25183 -0.24496 1.31552 -0.2 0.1 0.4
H -5.31761 -1.24149 4.58551 -0.2 -1.8 1.4
C -0.97985 -2.05104 -0.74677 -1.8 -1.4 2.0
Br 0.89360 -2.21458 -3.96929 -0.4 0.9 0.4
C 0.15821 4.07599 -0.26889 -2.3 0.1 -1.7
H -2.68904 -4.66300 2.22641 -0.7 2.6 0.0
H 0.84764 0.00116 -5.89948 1.4 1.6 1.4
```
Forces are in eV/Å.

Q: What is the lowest unoccupied orbital energy in the second record?
A: -2.989 eV

Q: Which of these has the highest lowest unoccupied orbital energy?
A: C31H57Br6NO5

Q: Which of these has the highest molecular weight?
A: C31H57Br6NO5

Q: Among the records above, which one has the lowest lowest unoccupied orbital energy?
A: C31H57BrF2N3O2Si